[1]
Here is a single C3H7NOS2 molecule in a non-equilibrium geometry from the Open Molecules 2025 dataset. Energies are from ωB97M-V/def2-TZVPD.

Geometry as XYZ:
```
14
Properties=species:S:1:pos:R:3:forces:R:3
S 1.874006 0.984226 -1.917518 -1.49 -0.97 -1.90
S 0.096192 -1.390283 -0.944473 -3.30 4.09 -2.05
O 0.706014 -2.426034 -0.213080 2.75 -3.48 2.52
N 0.109154 1.125078 0.216465 -0.60 2.55 -1.19
C 1.030189 0.360359 -0.534200 -0.20 -3.39 3.49
C -0.734294 0.313911 1.058897 -2.79 0.11 -1.38
C -1.334349 -0.831029 0.143862 -0.85 1.36 -0.99
H 1.699485 -0.090750 0.284426 -0.24 0.33 -1.50
H -1.709525 0.842593 1.562564 3.08 -0.85 -0.88
H -0.020871 -0.174818 1.692816 -0.23 -0.25 1.21
H -1.708613 -1.586092 0.806153 0.39 -1.12 0.07
H -0.370954 1.741184 -0.441139 -0.31 -0.05 0.52
H 2.666007 1.702924 -1.249084 1.68 1.53 1.28
H -2.302441 -0.571268 -0.465689 2.11 0.16 0.79
```
Positions in Å, forces in eV/Å.

Output
Kohn-Sham gap: 0.3379 hartree
strongest force on any atom: 5.6 eV/A
energy: -28430.1357 eV
multiplicity: 1


[2]
Here is a molecular structure, C3H7NOSn in a non-equilibrium geometry from the Open Molecules 2025 dataset. Energies are from ωB97M-V/def2-TZVPD.

Geometry as XYZ:
```
13
Properties=species:S:1:pos:R:3:forces:R:3
Sn -2.006461 3.763615 0.411892 0.84 -1.94 -0.23
O -0.795141 1.076445 -0.050358 -1.81 4.08 -1.92
N 0.645669 -0.599395 -0.374188 0.36 -0.15 -2.82
C -0.228621 0.064515 0.336302 1.32 -2.53 2.97
C -0.511081 -0.356515 1.741002 -0.24 -0.01 1.76
C 0.855509 -0.318555 -1.811898 0.58 0.24 -0.27
H -0.056711 -0.461335 -2.391178 0.00 0.32 0.10
H -1.400371 -0.974005 1.867342 -0.24 0.12 -0.51
H -0.672471 0.558255 2.311312 -0.35 0.14 -0.12
H 1.596409 -1.014815 -2.204818 -0.16 -0.24 0.26
H 0.210119 -0.853085 2.390152 0.67 -0.31 -0.92
H 1.341589 0.644135 -1.970248 -0.52 0.23 0.08
H 1.021559 -1.529265 -0.255318 -0.46 0.04 1.62
```
Positions in Å, forces in eV/Å.

Output
Kohn-Sham gap: 0.1799 hartree
charge: +2
strongest force on any atom: 4.9 eV/A
energy: -12572.6394 eV
multiplicity: 1


[3]
Here is a single C3H7NS molecule in a non-equilibrium geometry from the Open Molecules 2025 dataset. Energies are from ωB97M-V/def2-TZVPD.

Geometry as XYZ:
```
12
Properties=species:S:1:pos:R:3:forces:R:3
S 0.019369 0.225039 -0.477639 2.18 -1.41 0.04
N 1.115961 -1.209451 -0.177147 3.47 1.07 -0.33
C -2.046710 1.359254 0.472531 2.83 1.76 -2.09
C -1.221315 0.196872 0.811865 -2.62 -5.36 0.56
C 2.447860 -1.172412 -0.396998 -4.25 6.19 -0.36
H 3.035381 -1.836421 0.091579 1.36 -2.91 0.84
H 3.195248 -0.138545 -0.693372 -2.72 -2.80 0.35
H -2.328876 1.499791 -0.600763 0.29 -0.04 1.03
H -1.352386 2.113373 0.881083 -0.30 0.93 -1.24
H -2.792370 1.517640 1.117293 -3.55 -0.06 2.13
H -1.048049 0.257318 1.878812 1.43 0.26 0.05
H -1.909592 -0.849920 0.883234 1.86 2.37 -0.99
```
Positions in Å, forces in eV/Å.

Output
Kohn-Sham gap: 0.3417 hartree
SMILES: C=NSCC
strongest force on any atom: 7.5 eV/A
energy: -15546.1415 eV
multiplicity: 1


[4]
Here is a molecular structure, C3H7NS in a non-equilibrium geometry from the Open Molecules 2025 dataset. Energies are from ωB97M-V/def2-TZVPD.

Geometry as XYZ:
```
12
Properties=species:S:1:pos:R:3:forces:R:3
S -1.774008 1.115023 -0.994882 1.89 -0.93 2.13
N 1.428560 -0.401148 0.396873 -0.05 -5.63 -4.26
C -0.083919 -0.618708 0.544416 -0.88 3.01 2.95
C -0.598082 0.784954 0.184579 -0.90 2.89 -1.81
C 2.339524 -1.597534 0.801916 4.26 5.30 0.25
H -0.092038 1.812055 0.571089 -0.87 -2.98 -0.38
H -0.843452 -1.246305 0.033957 1.51 -0.64 -0.26
H 1.662469 -1.030819 -0.679946 -1.77 4.03 2.76
H 3.382799 -1.070029 0.131828 -2.62 -2.40 2.38
H 2.676254 -1.782039 1.846875 -0.66 0.59 -0.51
H 2.024540 -2.444566 0.355615 -0.77 -3.09 -1.28
H -0.371502 -0.682905 1.695115 0.86 -0.15 -1.99
```
Positions in Å, forces in eV/Å.

Output
Kohn-Sham gap: 0.3085 hartree
strongest force on any atom: 7.1 eV/A
energy: -15544.7843 eV
multiplicity: 1


[5]
Here is a single C3H7NS molecule in a non-equilibrium geometry from the Open Molecules 2025 dataset. Energies are from ωB97M-V/def2-TZVPD.

Geometry as XYZ:
```
12
Properties=species:S:1:pos:R:3:forces:R:3
S 0.352184 -0.598594 0.106335 3.05 -1.17 0.76
N 1.826030 0.393463 0.153439 0.19 -0.09 -0.14
C 3.012570 -0.102497 0.031004 -3.77 -3.50 -1.34
C -2.156151 -0.211287 0.020346 -1.83 -3.35 -1.18
C -0.961224 0.585943 0.011822 2.16 0.37 1.54
H 3.832514 0.516963 -0.208899 0.87 0.79 0.41
H -3.043205 0.335162 -0.260437 -0.34 0.24 0.29
H 3.081689 -1.275468 -0.218970 0.38 2.43 0.83
H -2.245423 -0.722641 1.005860 -0.33 0.51 -0.61
H -1.010961 1.101912 0.959203 0.61 1.21 -0.26
H -2.084197 -1.059128 -0.731377 -0.18 0.80 0.66
H -0.603828 1.036169 -0.868324 -0.82 1.76 -0.96
```
Positions in Å, forces in eV/Å.

Output
Kohn-Sham gap: 0.3582 hartree
SMILES: C=NSCC
strongest force on any atom: 5.3 eV/A
energy: -15547.7186 eV
multiplicity: 1


[6]
Here is a single C3H7NS molecule in a non-equilibrium geometry from the Open Molecules 2025 dataset. Energies are from ωB97M-V/def2-TZVPD.

Geometry as XYZ:
```
12
Properties=species:S:1:pos:R:3:forces:R:3
S 1.481022 -1.761181 -0.040865 -0.22 3.46 0.05
N 1.851987 1.064812 -0.257745 -8.32 0.18 0.87
C -0.345382 0.222683 0.348892 -4.23 -2.34 1.66
C 0.973294 -0.068018 0.025506 6.14 -1.90 -1.90
C -1.489512 -0.612463 -0.342244 -4.17 2.35 -0.43
H -1.987084 -0.510789 -1.547378 2.12 -0.14 3.95
H -0.468538 1.226829 0.138589 -0.95 2.39 0.68
H -0.474831 -0.236731 1.452433 0.30 2.02 -2.03
H 1.478724 2.078417 -0.067901 1.19 -2.98 -0.39
H 2.747714 0.861665 -0.174832 5.08 -0.76 0.30
H -1.348307 -1.542364 0.003372 1.74 -4.26 -0.64
H -2.419084 -0.722865 0.462176 1.31 1.97 -2.12
```
Positions in Å, forces in eV/Å.

Output
Kohn-Sham gap: 0.3097 hartree
SMILES: CCC(N)=S
strongest force on any atom: 8.4 eV/A
energy: -15546.6223 eV
multiplicity: 1


[7]
Here is a single C3H7NS2 molecule in a non-equilibrium geometry from the Open Molecules 2025 dataset. Energies are from ωB97M-V/def2-TZVPD.

Geometry as XYZ:
```
13
Properties=species:S:1:pos:R:3:forces:R:3
S -0.084826 0.814442 -2.263341 -1.02 0.09 0.41
S 1.352644 -2.083866 -0.406356 -0.97 0.65 0.90
N -0.999282 -1.404772 0.754523 0.80 -0.62 0.27
C -0.236401 1.250754 -0.489584 1.45 0.30 0.18
C 0.566533 0.426779 0.578759 0.02 -1.83 -2.81
C 0.280144 -1.077791 0.387137 0.43 -0.10 -1.01
H 1.205121 0.617560 -2.308115 0.99 -0.12 0.09
H 0.086884 2.304015 -0.358627 -0.56 -0.54 -0.06
H 0.109042 0.661117 1.478139 -0.28 0.96 2.13
H -1.254102 -2.376672 0.918190 0.37 0.23 -0.52
H 1.652630 0.569278 0.526836 -0.48 0.21 0.17
H -1.395957 -0.811532 1.451384 -0.37 0.46 0.27
H -1.282429 1.110688 -0.268945 -0.38 0.30 -0.02
```
Positions in Å, forces in eV/Å.

Output
Kohn-Sham gap: 0.3254 hartree
SMILES: NC(=S)CCS
strongest force on any atom: 3.4 eV/A
energy: -26384.8295 eV
multiplicity: 1


[8]
Here is 2 unconnected molecules or ions with the total composition C3H7NS2 in a non-equilibrium geometry from the Open Molecules 2025 dataset. Energies are from ωB97M-V/def2-TZVPD.

Geometry as XYZ:
```
13
Properties=species:S:1:pos:R:3:forces:R:3
S -2.788805 1.136100 1.075298 -0.79 -1.38 1.29
S -1.255200 1.576949 -0.127547 1.65 -0.34 -0.89
N 1.355915 -0.437108 -0.620412 -5.49 -2.33 3.73
C 0.416374 -0.850035 0.074121 4.90 4.50 -3.93
C -0.291001 -1.711899 0.916493 -1.49 -2.67 0.54
C 1.763039 0.749147 -1.272286 2.44 0.62 -0.80
H 1.252972 1.710455 -1.213210 -1.20 -0.63 0.77
H -3.594618 2.176128 0.983025 -0.21 0.66 -0.27
H -1.333877 -1.761415 0.394277 1.59 -0.31 1.32
H 1.829841 0.524300 -2.360558 0.55 0.11 0.81
H 2.747419 0.959467 -0.757481 -0.57 -0.16 -1.29
H -0.377646 -1.302452 1.961289 -0.01 -0.30 -1.15
H 0.275586 -2.769636 0.946992 -1.39 2.22 -0.14
```
Positions in Å, forces in eV/Å.

Output
Kohn-Sham gap: 0.2063 hartree
strongest force on any atom: 7.7 eV/A
energy: -26381.4964 eV
multiplicity: 1


[9]
Here is a single C3H7NS2 molecule in a non-equilibrium geometry from the Open Molecules 2025 dataset. Energies are from ωB97M-V/def2-TZVPD.

Geometry as XYZ:
```
13
Properties=species:S:1:pos:R:3:forces:R:3
S -0.357653 1.986775 -0.092093 1.56 -2.10 -1.63
S 0.786637 -2.224424 0.242877 1.53 -2.19 -0.33
N -1.116398 -0.588765 0.807663 -0.23 3.51 -0.21
C 0.901576 0.623468 0.417348 -0.54 0.32 3.22
C 0.143965 -0.805576 0.493370 0.64 4.37 -0.29
C -0.563183 1.045452 -1.718947 -1.93 -1.89 0.10
H 1.095215 0.810321 1.611781 -0.14 -0.19 -3.01
H -1.501776 0.444709 0.572674 0.69 -2.97 0.97
H -1.573648 -1.436079 0.858687 -2.10 -1.58 0.17
H 1.865494 0.726676 -0.149017 -1.19 -0.46 0.47
H -0.619552 -0.101454 -1.466676 -0.52 2.29 -0.31
H -1.530346 1.313378 -2.309155 1.94 -0.19 1.12
H 0.321511 0.986141 -2.335121 0.29 1.08 -0.26
```
Positions in Å, forces in eV/Å.

Output
Kohn-Sham gap: 0.3301 hartree
SMILES: CSCC(N)=S
strongest force on any atom: 4.4 eV/A
energy: -26383.5257 eV
multiplicity: 1


[10]
Here is a single C3H7NS2 molecule in a non-equilibrium geometry from the Open Molecules 2025 dataset. Energies are from ωB97M-V/def2-TZVPD.

Geometry as XYZ:
```
13
Properties=species:S:1:pos:R:3:forces:R:3
S 0.788077 -1.808766 2.572482 0.18 -0.07 0.55
S 0.595808 -2.383451 -0.336581 -0.07 0.71 0.45
N -0.575488 0.233952 -0.590744 -0.35 0.38 0.81
C 0.400012 1.257080 -1.001915 -1.29 -0.43 -0.25
C -0.460744 -0.103154 0.821527 0.66 0.84 0.51
C 0.322483 -1.373252 1.101724 -0.35 -0.75 -1.45
H 0.060511 0.685688 1.420606 -0.23 -0.34 -0.53
H -1.535615 0.544332 -0.733053 0.46 0.07 -0.33
H 0.245524 2.155483 -0.412308 0.46 0.29 0.16
H 1.411424 0.859096 -0.925036 -0.06 0.14 -0.03
H -1.443993 -0.135130 1.287151 -0.09 -0.50 -0.03
H 0.071805 -1.408409 -1.177825 0.15 -0.58 0.45
H 0.120195 1.476531 -2.026028 0.54 0.23 -0.32
```
Positions in Å, forces in eV/Å.

Output
Kohn-Sham gap: 0.3147 hartree
SMILES: CNCC(=S)S
strongest force on any atom: 1.7 eV/A
energy: -26384.2338 eV
multiplicity: 1


[11]
Here is a single C3H7NS2 molecule in a non-equilibrium geometry from the Open Molecules 2025 dataset. Energies are from ωB97M-V/def2-TZVPD.

Geometry as XYZ:
```
13
Properties=species:S:1:pos:R:3:forces:R:3
S 2.067948 0.015980 -0.098136 0.05 -0.29 0.03
S -0.994970 0.752848 -0.626443 0.20 -0.04 0.63
N -0.494369 -0.741610 0.042781 0.01 0.18 -0.79
C 0.833611 -1.013878 0.163980 -0.78 -0.68 0.31
C -1.541908 -1.766510 0.240014 1.03 0.09 0.50
C -0.586283 1.877549 0.739487 -0.71 1.21 -0.13
H -1.000910 -2.525143 0.832780 -0.88 0.04 0.00
H -1.887400 -2.240123 -0.687012 0.12 0.34 0.05
H 0.954131 -2.062576 0.516522 0.28 0.67 -0.19
H 0.391781 2.370669 0.630495 -0.36 -0.36 -0.20
H -2.386552 -1.292650 0.766021 0.40 -0.47 -0.10
H -1.403613 2.656129 0.639830 0.96 -0.74 0.48
H -0.607012 1.400738 1.734273 -0.31 0.05 -0.59
```
Positions in Å, forces in eV/Å.

Output
Kohn-Sham gap: 0.3298 hartree
SMILES: CSN(C)C=S
strongest force on any atom: 1.4 eV/A
energy: -26384.1484 eV
multiplicity: 1


[12]
Here is 2 unconnected molecules or ions with the total composition C3H7NS2 in a non-equilibrium geometry from the Open Molecules 2025 dataset. Energies are from ωB97M-V/def2-TZVPD.

Geometry as XYZ:
```
13
Properties=species:S:1:pos:R:3:forces:R:3
S 0.114476 -3.487471 0.107757 0.74 -0.82 -0.49
S 1.624682 -2.965793 -1.255863 0.23 -0.29 0.85
N -0.042002 1.628445 1.118720 -0.10 3.11 -1.04
C -0.172225 2.867832 0.696880 -0.08 -2.46 1.29
C -1.100450 0.067686 -0.417917 0.46 -0.33 0.18
C -0.009035 0.603151 0.154675 -0.76 -0.03 -0.53
H 1.006162 0.272063 -0.039162 -0.06 -0.13 -0.27
H -0.460947 -2.311306 0.168807 -0.23 0.86 0.17
H -1.067199 -0.712484 -1.199915 0.25 0.54 0.63
H -0.347346 3.161314 -0.352870 0.22 -0.38 0.31
H -2.083416 0.310162 -0.025230 0.06 0.28 -0.27
H -0.160692 3.677881 1.448058 0.00 -0.55 -0.37
H 2.697993 -3.111480 -0.403940 -0.73 0.22 -0.46
```
Positions in Å, forces in eV/Å.

Output
Kohn-Sham gap: 0.3474 hartree
SMILES: C=CN=C.SS
strongest force on any atom: 3.3 eV/A
energy: -26383.1715 eV
multiplicity: 1